This record from OMol25 describes a cluster of 5 separate species, C20H42NO22P2S5 in total. The level of theory is wB97M-V/def2-TZVPD.

Geometry as XYZ:
```
92
Properties=species:S:1:pos:R:3:forces:R:3:mulliken_charge:R:1
C 1.995834 4.255038 -0.146746 -0.1 -0.2 0.1 -0.781
C 2.144708 3.774033 1.271696 0.2 0.0 -0.2 0.674
N 1.246012 4.086834 2.109061 -0.2 0.1 0.3 -0.860
C 3.339909 2.910752 1.591615 0.0 0.0 0.0 -1.532
C 3.016863 1.401641 1.497848 -0.1 0.1 0.0 0.950
O 3.974339 0.635054 2.149543 0.2 -0.1 0.1 -0.576
P 5.300547 0.210564 1.110674 -0.1 0.4 -0.1 -0.447
P 5.047918 -2.117900 1.458072 0.3 -0.2 0.1 0.422
O 4.026101 -2.499799 2.666110 -0.3 0.0 0.0 -0.447
O 4.295285 -2.932636 0.236637 0.0 0.1 -0.1 -0.552
S 6.810312 -2.980150 1.701584 -0.1 0.1 0.0 -0.510
O 4.147821 0.188990 -0.196189 0.0 -0.2 0.0 -0.495
C 2.963484 0.895478 0.029053 -0.1 0.2 0.0 0.833
C 1.719451 0.074977 -0.331034 0.0 0.0 0.0 -0.884
C 1.439860 -1.172356 0.512714 -0.1 0.2 0.0 0.050
C 0.575898 -0.967062 1.773190 0.0 -0.1 0.0 -0.504
C -0.856249 -1.522081 1.673052 -0.1 0.0 0.1 -0.820
C -1.869302 -0.423960 1.352663 0.0 0.1 -0.1 -0.752
O -3.019652 -0.884146 0.612981 -0.1 0.0 -0.1 -0.368
C -3.010799 -0.950032 -0.729036 0.1 0.0 0.1 0.752
C -1.720659 -0.717828 -1.477676 -0.1 0.1 0.0 -0.682
O -4.047210 -1.192045 -1.301017 0.1 -0.1 0.1 -0.627
H 1.482239 3.484549 -0.729022 0.0 0.0 -0.1 0.317
H 1.401637 5.166385 -0.177735 0.0 0.0 0.0 0.334
H 2.969844 4.410305 -0.604121 0.0 0.1 0.0 0.140
H 1.463462 3.681082 3.021612 0.0 0.0 0.0 0.311
H 4.168650 3.143658 0.922495 0.0 0.0 0.1 0.200
H 3.656726 3.108923 2.617973 0.0 0.0 0.0 0.465
H 2.057515 1.271138 2.005901 0.0 -0.1 0.0 -0.158
H 5.646689 1.580715 0.851889 0.0 0.0 0.1 0.057
H 6.310701 -0.288122 0.238410 -0.1 -0.1 -0.1 0.154
H 6.136505 0.110658 2.254932 0.0 -0.1 0.0 0.122
H 4.024399 -3.458145 2.794496 0.1 0.0 0.1 0.280
H 4.990455 -3.198858 -0.377940 0.0 -0.1 0.0 0.345
H 2.936596 1.769481 -0.638555 0.1 0.0 0.0 0.003
H 0.855220 0.756104 -0.303202 0.0 0.0 0.0 0.187
H 1.849674 -0.220259 -1.376414 0.0 0.0 0.0 0.469
H 2.394229 -1.590276 0.800905 0.2 -0.1 0.0 -0.740
H 0.962156 -1.928756 -0.117108 0.1 0.0 0.0 0.981
H 0.509307 0.098770 2.006439 0.0 0.0 0.1 0.237
H 1.079822 -1.425833 2.623752 0.0 0.0 0.0 0.268
H -1.138060 -1.992607 2.616450 -0.1 0.0 0.0 0.379
H -0.922589 -2.308914 0.917117 0.1 0.0 0.0 0.392
H -1.404000 0.412626 0.827102 0.0 -0.1 -0.1 0.443
H -2.300316 -0.022304 2.267587 0.0 0.0 0.0 0.358
H -0.818756 -0.878853 -0.897346 0.0 0.0 0.0 0.019
H -1.731410 -1.369497 -2.347245 0.0 0.0 0.0 0.352
H -1.715326 0.311508 -1.841895 0.0 0.0 0.0 0.253
C -6.861395 -4.178590 -0.164198 0.0 0.1 0.1 -0.327
C -5.466569 -3.919666 -0.692920 0.0 0.1 -0.1 0.003
O -4.751542 -5.121488 -0.321483 0.0 0.0 0.1 -0.262
S -5.709870 -6.376408 -0.411098 0.0 -0.1 0.0 1.011
O -5.551343 -7.053661 -1.647939 0.0 0.0 0.0 -0.576
O -5.612852 -7.107219 0.806735 0.1 0.0 0.0 -0.442
O -7.084262 -5.574314 -0.448339 0.0 0.0 -0.1 -0.339
H -6.927491 -4.020484 0.912781 0.0 0.0 0.0 0.290
H -7.625695 -3.601133 -0.675640 0.0 -0.1 0.0 0.300
H -4.977016 -3.063309 -0.241333 0.1 -0.1 0.0 0.059
H -5.451173 -3.815956 -1.777424 0.0 0.0 0.0 0.241
C 4.817598 5.585872 -5.391114 0.1 0.0 0.0 -0.382
C 5.182498 4.242206 -4.785879 0.0 -0.1 -0.1 -0.323
O 4.640003 4.322422 -3.458064 0.1 0.1 0.1 -0.279
S 3.293357 5.156968 -3.461679 0.0 0.1 -0.2 1.240
O 2.171198 4.289972 -3.531635 -0.1 0.1 0.0 -0.518
O 3.368539 6.157154 -2.456424 0.0 0.0 0.0 -0.571
O 3.492229 5.833772 -4.894776 0.0 -0.1 -0.1 -0.320
H 5.480168 6.380721 -5.046293 0.0 0.0 0.0 0.291
H 4.777819 5.572784 -6.476548 -0.1 0.0 0.0 0.299
H 6.252588 4.078766 -4.702414 0.0 0.0 0.1 0.293
H 4.713951 3.411006 -5.313956 0.0 0.0 0.0 0.285
C -5.373628 -9.169755 4.406481 -0.2 0.0 0.0 -0.271
C -5.270988 -7.768757 3.837943 0.1 0.0 -0.1 -0.230
O -5.014560 -6.960615 5.003143 -0.1 0.0 0.0 -0.301
S -4.126027 -7.764434 6.049345 0.0 0.0 0.0 1.096
O -2.755756 -7.426213 5.911970 0.0 0.0 0.0 -0.538
O -4.762353 -7.688018 7.316242 0.0 0.0 0.0 -0.541
O -4.346041 -9.210230 5.408995 0.1 0.0 0.0 -0.320
H -6.338673 -9.348067 4.883608 0.0 0.0 0.0 0.291
H -5.170035 -9.943208 3.671573 0.1 0.0 0.0 0.285
H -6.185694 -7.419991 3.370620 0.0 0.1 0.1 0.272
H -4.444563 -7.668499 3.135753 0.0 0.0 0.0 0.270
C -0.615510 6.113583 -2.686184 0.2 -0.1 0.0 -0.077
C -0.155878 7.523684 -2.380000 0.0 0.0 0.1 -0.272
O -0.635644 8.279237 -3.508822 0.1 0.0 0.0 -0.343
S -2.025233 7.687315 -4.012590 0.0 0.0 0.0 1.072
O -3.107669 8.421890 -3.458891 0.0 0.0 0.0 -0.541
O -1.938612 7.498895 -5.417075 0.0 0.0 0.0 -0.545
O -1.928959 6.293838 -3.252233 0.0 0.1 0.1 -0.350
H 0.026609 5.627024 -3.419936 0.0 0.0 0.0 0.185
H -0.702298 5.492401 -1.799275 -0.1 0.0 0.0 0.259
H 0.925546 7.617465 -2.332801 0.0 0.0 -0.1 0.275
H -0.610614 7.916189 -1.469496 0.0 0.0 0.0 0.338
```
Forces are in eV/Å.

- relative energy (zero: lowest compared OMol25 entry of this formula, charge and spin) (kJ/mol) = 0.0
- net charge = -1
- LUMO level (eV) = 1.50


This record from OMol25 describes a cluster of 5 separate species, C20H42O12SSi in total. The level of theory is wB97M-V/def2-TZVPD.

Geometry as XYZ:
```
76
Properties=species:S:1:pos:R:3:forces:R:3:mulliken_charge:R:1
C -2.892810 1.190895 -3.595076 -0.3 -0.1 0.4 -0.919
S -2.160112 1.019933 -1.968799 -0.4 1.1 0.8 1.139
O -1.566384 2.298955 -1.660587 0.8 0.8 -0.4 -0.601
O -3.157748 0.658268 -0.987983 -0.7 -1.1 -0.4 -0.709
Si -0.498834 -0.403219 -1.902527 1.0 -0.6 -0.2 0.395
C -0.838105 -2.030686 -2.806601 0.1 0.0 0.5 -0.689
C -0.552238 -3.290400 -1.990427 0.0 0.0 -0.8 -0.610
O 0.336729 -3.004681 -0.914233 0.3 0.0 -0.2 -0.238
C 0.326989 -3.949833 0.068628 2.5 0.2 -2.6 -0.046
O -0.438562 -3.930975 0.922177 -2.9 -0.1 3.3 -0.373
H -2.852190 0.289520 -4.187522 0.2 -0.3 -0.1 0.331
H -2.443490 2.038878 -4.079134 0.5 0.1 -0.3 0.211
H -3.928257 1.436004 -3.411955 -0.4 0.0 0.2 0.389
H -0.179209 -0.556695 -0.476055 -0.5 0.2 0.1 -0.150
H 0.676764 0.238206 -2.507073 -0.2 0.2 -0.1 -0.140
H -1.828575 -2.097746 -3.235009 -0.4 0.1 0.0 0.509
H -0.158190 -2.044356 -3.644983 0.2 0.3 -0.4 0.321
H -0.060293 -3.985492 -2.663104 0.2 -0.4 0.0 0.292
H -1.459671 -3.777771 -1.656990 -0.3 0.1 0.5 0.389
H 1.122634 -4.691081 -0.004822 0.4 -0.2 -0.2 0.435
C -1.978152 -4.856498 3.207710 0.0 -0.1 0.2 -0.702
C -2.905132 -4.991325 4.397560 0.1 0.1 -0.2 -0.616
O -2.460595 -5.998379 5.310196 -0.3 -0.2 0.1 -0.386
C -1.542404 -5.771647 6.272317 0.3 0.3 -0.1 0.648
C -0.746157 -4.485788 6.246362 -0.6 0.1 0.1 -0.758
O -1.334166 -6.622904 7.092053 -0.1 -0.1 0.0 -0.571
H -0.979228 -4.546645 3.509411 0.0 0.1 0.0 0.236
H -2.363332 -4.124899 2.501445 0.0 0.0 0.0 0.351
H -1.876120 -5.815139 2.698760 -0.1 0.0 0.0 0.290
H -3.056207 -4.042159 4.914765 0.1 0.0 0.0 0.380
H -3.887629 -5.320912 4.061429 0.0 -0.1 0.1 0.348
H 0.195017 -4.658600 5.732501 0.0 0.0 0.0 0.282
H -0.537311 -4.194265 7.269656 0.2 -0.2 0.0 0.268
H -1.265171 -3.653973 5.774187 0.1 -0.1 -0.2 0.244
C 0.206783 -0.232436 10.122997 -0.1 -0.1 -0.1 -0.950
C 1.555099 -0.377285 9.447932 -0.2 0.2 0.1 -0.418
O 1.647174 -1.592786 8.702484 0.3 -0.2 0.0 -0.356
C 1.202872 -1.728870 7.439078 -0.3 0.2 -0.1 0.772
C 0.335486 -0.646011 6.836084 0.3 0.3 -0.1 -1.024
O 1.449500 -2.736436 6.836897 0.2 0.1 0.1 -0.541
H -0.604406 -0.182697 9.396353 0.0 0.1 0.0 0.274
H 0.178903 0.671802 10.731600 0.0 0.0 0.0 0.349
H 0.012653 -1.092690 10.763509 0.1 0.0 0.0 0.298
H 1.801524 0.480937 8.820767 -0.1 0.0 0.0 0.357
H 2.335824 -0.443409 10.203809 0.1 -0.1 -0.1 0.314
H -0.710922 -0.915536 6.975980 0.0 0.0 0.0 0.230
H 0.547811 -0.593357 5.771015 -0.1 -0.2 0.0 0.337
H 0.507973 0.346062 7.246597 -0.1 0.0 0.1 0.376
C -0.315684 7.569029 -4.718024 0.1 0.0 0.1 -0.977
C -1.186342 6.338508 -4.868499 0.0 0.2 0.1 -0.400
O -0.412712 5.138376 -4.875297 -0.1 -0.3 -0.3 -0.381
C -0.017501 4.499511 -3.750493 0.1 0.2 0.4 0.836
C -0.163998 5.198736 -2.416351 -0.4 -0.1 0.1 -1.036
O 0.498329 3.421916 -3.850086 0.1 0.0 -0.2 -0.546
H 0.218931 7.569196 -3.768238 -0.1 0.0 0.0 0.278
H -0.920254 8.474949 -4.772729 0.0 0.0 0.0 0.361
H 0.433485 7.598975 -5.509521 -0.1 0.0 -0.1 0.299
H -1.970664 6.289069 -4.111823 0.1 0.0 0.1 0.357
H -1.688224 6.363925 -5.834871 0.0 -0.1 0.0 0.316
H 0.778451 5.691630 -2.178394 0.0 0.0 0.0 0.283
H -0.380642 4.449749 -1.658418 0.2 -0.1 -0.1 0.274
H -0.970926 5.927162 -2.380771 0.1 0.1 -0.1 0.364
C 3.827377 1.224485 -8.197510 0.0 -0.1 0.1 -0.990
C 2.668444 1.997691 -7.602092 0.2 0.0 -0.1 -0.372
O 1.778909 1.146462 -6.878097 -0.3 0.0 -0.1 -0.387
C 1.967891 0.793292 -5.594563 0.3 0.1 0.2 0.814
C 3.295547 1.077070 -4.931463 0.0 0.4 0.1 -1.099
O 1.095464 0.208335 -5.014757 -0.2 -0.2 -0.2 -0.518
H 4.442002 0.761745 -7.425136 0.0 0.1 0.0 0.280
H 4.460998 1.883004 -8.792321 0.0 0.0 0.0 0.361
H 3.456630 0.423042 -8.836788 0.0 0.1 0.0 0.300
H 2.997960 2.830353 -6.979476 0.0 0.0 0.1 0.300
H 2.067984 2.427796 -8.401929 -0.1 -0.1 0.1 0.338
H 3.924585 0.190878 -5.008938 0.0 0.0 0.0 0.339
H 3.109563 1.291234 -3.881742 -0.1 -0.2 0.0 0.287
H 3.826266 1.932008 -5.343055 0.0 -0.1 -0.1 0.352
```
Forces are in eV/Å.

- relative energy (zero: lowest compared OMol25 entry of this formula, charge and spin) (kJ/mol) = 73.1
- LUMO level (eV) = 0.61


This record from OMol25 describes a cluster of 6 separate species, C20H43Cl4F4N5O6P in total. The level of theory is wB97M-V/def2-TZVPD.

Geometry as XYZ:
```
83
Properties=species:S:1:pos:R:3:forces:R:3:mulliken_charge:R:1
C 1.086260 0.946971 1.972918 0.4 -0.1 0.2 -1.406
C 0.734625 -0.519534 2.172097 -0.3 0.3 0.0 0.765
Cl 2.043179 -1.535102 1.418807 0.0 -0.1 -0.1 -0.246
C 0.431296 -0.908794 3.615952 0.0 0.3 -0.1 -1.272
Cl -0.412185 -2.506430 3.618210 0.0 -0.2 0.0 -0.215
P 1.830280 -0.801263 4.933097 -0.1 -0.6 -0.2 0.864
F 0.782070 -1.243865 6.092262 0.0 0.1 0.0 -0.316
Cl 1.169251 1.331083 5.287633 0.0 0.2 0.0 -0.411
Cl 3.362184 -0.466081 6.529637 0.0 0.0 0.1 -0.432
C 2.533629 -2.522426 4.660283 0.2 0.0 0.0 -1.034
O 1.997088 -3.510945 5.579586 0.1 -0.1 0.1 -0.313
C 2.200938 -4.777761 5.278351 0.0 -0.1 -0.1 0.890
F 1.263125 -5.295476 4.434592 0.1 0.1 0.0 -0.279
F 2.144097 -5.522154 6.395163 0.0 0.0 0.0 -0.287
F 3.388658 -5.031882 4.685149 -0.1 0.1 0.1 -0.270
H 1.924855 1.246880 2.606623 -0.1 -0.1 -0.1 0.355
H 1.355540 1.127043 0.933801 -0.2 0.1 0.0 0.292
H 0.229292 1.565069 2.255536 0.1 0.0 -0.1 0.287
H -0.141443 -0.768521 1.568121 0.2 0.0 0.0 0.181
H -0.335432 -0.205497 3.946090 0.1 -0.1 0.0 0.806
H 2.769103 -0.287475 4.015367 0.0 0.1 0.1 0.040
H 2.371217 -2.852766 3.634186 -0.1 0.1 0.1 0.435
H 3.608670 -2.450668 4.834440 -0.1 0.0 -0.1 0.478
C -1.085498 -3.295277 -2.085523 0.0 0.1 0.0 -1.516
C -1.045612 -3.007281 -0.599414 0.1 -0.1 0.1 0.920
O -1.239012 -1.882282 -0.165460 -0.1 0.0 -0.1 -0.561
N -0.772091 -4.046209 0.226785 -0.1 0.0 0.0 0.026
C -0.512887 -5.422076 -0.129834 0.0 0.0 0.0 -0.977
H -1.313257 -2.365105 -2.598291 0.0 0.0 0.0 0.211
H -0.124679 -3.674687 -2.435997 0.0 0.0 0.0 0.380
H -1.854293 -4.031269 -2.324646 0.0 0.0 0.0 0.457
H -0.726795 -3.803409 1.206742 0.1 0.2 0.1 0.109
H -1.239360 -6.090766 0.336131 0.0 0.0 0.0 0.293
H 0.485092 -5.725130 0.192123 0.0 0.0 0.0 0.292
H -0.576696 -5.549958 -1.206541 0.0 0.0 0.0 0.385
C 7.670600 -2.427657 1.408968 0.0 0.0 0.0 -1.449
C 6.202773 -2.178735 1.700706 0.0 0.0 -0.1 0.913
O 5.636600 -2.738288 2.619212 0.0 0.0 0.0 -0.566
N 5.550238 -1.305259 0.885449 0.0 0.0 0.0 0.078
C 6.078934 -0.585361 -0.249584 0.0 0.0 0.0 -0.967
H 8.033168 -3.140739 2.143125 0.0 0.0 0.0 0.295
H 7.811020 -2.839458 0.408387 0.0 0.0 0.0 0.376
H 8.250465 -1.506853 1.486778 0.0 0.0 0.0 0.368
H 4.579405 -1.150486 1.116953 -0.1 -0.1 0.1 0.033
H 6.001680 0.493985 -0.101435 0.0 0.0 0.0 0.289
H 5.538495 -0.841787 -1.163913 0.0 0.0 0.0 0.274
H 7.126311 -0.831174 -0.397254 0.0 0.0 0.0 0.387
C 0.294529 0.362027 -2.047485 0.1 0.0 0.1 -0.591
C 0.706536 1.813372 -2.003124 -0.1 0.0 0.0 0.407
O 0.917342 2.396471 -0.952284 0.1 0.1 -0.1 -0.647
N 0.810243 2.477675 -3.189335 0.0 0.0 0.0 -0.141
C 0.574913 1.966089 -4.522283 0.0 0.0 0.0 -0.846
H 0.253083 -0.027726 -1.034359 0.0 0.0 0.0 -0.201
H -0.694712 0.252492 -2.496591 0.0 0.0 0.0 0.416
H 1.007071 -0.230247 -2.624920 0.0 0.0 0.0 0.481
H 1.081279 3.443159 -3.088390 0.0 0.0 0.0 0.268
H 1.474077 2.040703 -5.137554 0.0 0.0 0.0 0.292
H -0.228784 2.513559 -5.018496 0.0 0.0 0.0 0.277
H 0.287314 0.920869 -4.468371 0.0 0.0 0.0 0.312
C -2.244249 3.045980 -1.030834 0.0 -0.1 -0.1 -1.128
C -3.627241 2.456534 -0.930468 0.1 0.0 0.1 0.796
O -4.143372 1.848466 -1.861290 0.0 0.1 -0.1 -0.732
N -4.294021 2.620019 0.239007 -0.1 0.1 -0.1 -0.096
C -3.830075 3.275954 1.445451 0.0 -0.1 0.0 -0.880
H -1.848691 2.804913 -2.013234 0.0 0.0 0.0 0.136
H -2.268209 4.130626 -0.915654 0.0 0.0 0.0 0.444
H -1.575196 2.632378 -0.276166 0.0 0.0 0.0 0.287
H -5.204325 2.187439 0.251719 0.0 0.0 0.0 0.263
H -3.793345 2.575288 2.280425 0.0 0.0 0.0 0.303
H -4.485917 4.105639 1.714820 0.0 0.0 0.0 0.282
H -2.829553 3.667230 1.293487 0.0 0.0 0.0 0.327
C -6.341963 5.099364 -5.653979 0.0 0.0 0.0 -1.254
C -5.080947 4.399571 -5.189434 -0.1 0.0 0.1 0.831
O -4.020053 4.547364 -5.778258 0.0 0.0 0.0 -0.664
N -5.179831 3.606868 -4.097765 0.2 0.0 0.0 -0.056
C -6.342853 3.317756 -3.287533 0.1 0.0 0.0 -0.804
H -6.091309 5.688849 -6.530722 0.0 0.0 0.0 0.299
H -7.117974 4.378690 -5.914865 0.0 0.0 0.0 0.343
H -6.734476 5.757922 -4.878143 0.0 0.0 0.0 0.331
H -4.321174 3.152898 -3.818313 0.0 -0.1 0.1 0.136
H -6.168336 3.619619 -2.254452 -0.1 0.1 0.0 0.201
H -6.537533 2.245636 -3.279159 -0.1 0.0 0.0 0.259
H -7.213149 3.841411 -3.672814 0.0 0.0 0.0 0.391
```
Forces are in eV/Å.

- net charge = -1
- LUMO level (eV) = 2.05


Which formula does entry 3 have? C20H43Cl4F4N5O6P